[1]
The following is a quantum chemistry calculation of an isolated ion of composition C4H11N2O and charge +1 in a non-equilibrium geometry, from the OMol25 dataset.

Geometry as XYZ:
```
18
C4H11N2O wB97M-V/def2-TZVPD
C 0.50430 -0.13059 1.51245
C -0.17475 -1.28333 1.19395
C 0.30745 0.73888 0.20719
C 0.82373 0.96355 -2.12290
N -1.52067 -1.31113 1.27935
N 0.63474 -0.01540 -1.08582
O -1.03615 1.10981 0.15888
H 0.16319 0.40835 2.37284
H 1.60562 -0.13058 1.65842
H 0.17274 -2.25206 0.81742
H -0.11423 1.07372 -2.51678
H 1.05216 1.96683 -1.60712
H 1.51453 0.78840 -2.90692
H -2.16175 -2.04070 0.97327
H -1.99189 -0.40330 1.40949
H 1.56404 -0.40023 -0.86994
H -0.03184 -0.71627 -1.37791
H -1.31124 1.63405 0.90416
```

As for the net charge: +1. The relative energy (zero: lowest compared OMol25 entry of this formula, charge and spin) is 112.7 kcal per mole. As for the HOMO energy (spin up / spin down): -11.401 / -11.404 eV. As for the LUMO energy (spin up / spin down): -3.9 / -3.9 eV.

---

[2]
The following is a quantum chemistry calculation of one molecule with the formula C4H7NO, from the OMol25 dataset.

Geometry as XYZ:
```
13
C4H7NO wB97M-V/def2-TZVPD
C 0.14616 -0.49126 1.49711
C 0.43660 0.41700 0.29059
C 0.63549 -0.32969 -1.03851
O -0.66634 -0.27862 -1.64905
C -1.29098 0.73274 -1.00093
N -0.75729 1.24760 0.02546
H 0.56441 -0.08701 2.42288
H 0.55106 -1.49993 1.35636
H -0.93481 -0.57374 1.63569
H 1.29814 1.05836 0.49503
H 0.94838 -1.37283 -0.94635
H 1.33094 0.19892 -1.70024
H -2.24576 1.02136 -1.42771
```

As for the net charge: 0. The relative energy (zero: lowest compared OMol25 entry of this formula, charge and spin) is 26.3 kcal per mole. As for the HOMO energy: -9.675 eV. As for the LUMO energy: 1.0 eV. The SMILES is C[C@H]1COC=N1.

---

[3]
The following is a quantum chemistry calculation of one molecule with the formula C11H8 in a non-equilibrium geometry, from the OMol25 dataset.

Geometry as XYZ:
```
19
C11H8 wB97M-V/def2-TZVPD
C -0.64591 -2.06140 0.48257
C -0.99416 0.51102 1.62262
C -1.51305 -1.05951 -0.16828
C 0.54644 -1.16698 0.86768
C -1.49372 0.26092 0.27586
C 0.20306 -0.10779 1.68647
C -0.49054 -1.72531 -0.99776
C 0.78206 -0.91907 -0.71054
C -0.70486 1.11752 -0.66807
C 0.64975 0.48431 -0.59013
C 1.84903 1.32536 -0.32925
H -0.82699 -3.02755 0.78706
H -1.34366 1.23387 2.47217
H -0.57129 -2.42407 -1.82157
H -1.15265 1.14527 -1.67487
H -0.73919 2.08810 -0.35102
H 2.62255 0.67940 -0.27907
H 1.74724 1.79556 0.65290
H 2.07589 1.85036 -1.25680
```

As for the net charge: 0. The relative energy (zero: lowest compared OMol25 entry of this formula, charge and spin) is 193.9 kcal per mole. As for the HOMO energy (spin up / spin down): -7.800 / -7.800 eV. As for the LUMO energy (spin up / spin down): -0.5 / -0.5 eV. The SMILES is CC1=C2C3=C=CC(=C4[C@@H]2[C@@H]34)C1.

---

[4]
The following is a quantum chemistry calculation of a 2-piece molecular cluster, C4H3NO2 overall in a non-equilibrium geometry, from the OMol25 dataset.

Geometry as XYZ:
```
10
C4H3NO2 wB97M-V/def2-TZVPD
N 2.37330 -0.66414 0.78167
C 1.26260 -0.76690 0.30764
C 0.01133 -0.95601 -0.08697
C -1.04155 -0.13883 0.52704
C -1.38348 1.37978 -1.43791
O -0.84037 0.80129 1.27150
O -1.11395 2.46999 -1.28454
H 3.03390 -0.01394 0.36481
H -0.21982 -1.70843 -0.83347
H -2.06732 -0.43929 0.24446
```

As for the net charge: 0. The relative energy (zero: lowest compared OMol25 entry of this formula, charge and spin) is 50.6 kcal per mole. As for the HOMO energy: -9.676 eV. As for the LUMO energy: 0.3 eV.

---

[5]
The following is a quantum chemistry calculation of C17H18ClMoN4O7 as an isolated structure, from the OMol25 dataset.

Geometry as XYZ:
```
48
C17H18ClMoN4O7 wB97M-V/def2-TZVPD
Mo 0.17405 0.28747 -1.05805
N -1.64118 1.30516 -0.32428
C -2.90170 1.39599 -1.15177
C -3.47706 0.00973 -1.37999
C -2.49827 -0.95220 -2.03447
N -1.35638 -1.29610 -1.11851
H -1.85754 0.74682 0.51463
H -1.42383 2.22968 0.04804
H -2.64926 1.88390 -2.09425
H -3.60922 2.03004 -0.61901
H -4.35146 0.09918 -2.02564
H -3.84232 -0.40420 -0.43477
H -2.07169 -0.52699 -2.94897
H -2.99650 -1.87796 -2.32171
H -0.90994 -2.13699 -1.48548
H -1.69582 -1.54133 -0.18594
O 3.42644 -2.49060 -0.90642
C 2.85076 -2.57170 0.05320
O 0.69885 -0.20269 -2.51845
C 2.11604 -2.63586 1.21858
C 2.48138 -3.59522 2.20040
C 1.77017 -3.61552 3.35820
C 0.71327 -2.73465 3.58962
C 0.34897 -1.83287 2.61550
C 1.04106 -1.70990 1.39187
O 0.73944 -0.80633 0.52204
N -0.80168 -0.95814 2.89262
O -1.51834 -0.65644 1.93179
O -0.98566 -0.61827 4.02013
N 2.12797 -4.60849 4.40999
O 1.45416 -4.57764 5.40805
O 3.04781 -5.34134 4.14674
H 3.29714 -4.29462 2.05123
H 0.17630 -2.78563 4.53186
Cl 0.18862 3.57460 1.13287
C 0.44996 3.51697 -0.55629
C -0.02245 4.53174 -1.34316
C 0.27274 4.53940 -2.71360
C 1.05233 3.54213 -3.31437
C 1.52792 2.51658 -2.54489
C 1.22370 2.42293 -1.12346
C 1.91298 1.46644 -0.32577
H -0.57131 5.35232 -0.89867
H -0.09203 5.36451 -3.31582
H 1.30333 3.60554 -4.36428
H 2.19286 1.77568 -2.97157
H 1.85247 1.53405 0.75493
H 2.83293 1.04078 -0.71269
```

As for the net charge: +3. The relative energy (zero: lowest compared OMol25 entry of this formula, charge and spin) is 33.2 kcal per mole. As for the HOMO energy: -18.958 eV. As for the LUMO energy: -12.0 eV.

---

[6]
The following is a quantum chemistry calculation of a 2-piece molecular cluster, C3H8OS overall, from the OMol25 dataset.

Geometry as XYZ:
```
13
C3H8OS wB97M-V/def2-TZVPD
C -0.46135 1.50617 -1.12549
S -2.22174 1.77065 -0.76251
H -0.29390 1.82518 -2.14584
H 0.21218 2.00251 -0.43191
H -0.22679 0.44241 -1.08699
H -2.52402 2.40889 -1.89536
O 1.94680 -0.07289 0.71253
C 1.53591 -1.20469 0.73779
C 0.20194 -1.59922 1.30218
H 2.17407 -2.01132 0.34051
H -0.34989 -0.69375 1.54827
H 0.36192 -2.16919 2.21655
H -0.35513 -2.20473 0.59026
```

As for the net charge: 0. The relative energy (zero: lowest compared OMol25 entry of this formula, charge and spin) is 11.4 kcal per mole. As for the HOMO energy: -8.995 eV. As for the LUMO energy: 0.9 eV. The SMILES is CC=O.CS.

---

[7]
The following is a quantum chemistry calculation of a 11-piece molecular cluster, C5H31NO10 overall in a non-equilibrium geometry, from the OMol25 dataset.

Geometry as XYZ:
```
47
C5H31NO10 wB97M-V/def2-TZVPD
C -2.07716 0.90555 0.17939
C -0.85701 0.57337 -0.72531
C -1.17781 0.65880 -2.20876
C -1.44636 1.76795 -2.88831
C -0.62027 -1.81536 -2.69191
N -1.43806 -0.62546 -2.83279
H -2.97762 0.50533 -0.22245
H -1.94553 0.48628 1.17136
H -2.21781 1.91188 0.45906
H -0.54200 -0.45008 -0.46483
H -0.20238 1.41174 -0.52978
H -1.66733 2.00750 -3.89642
H -1.63528 2.70473 -2.37104
H 0.27718 -1.88325 -3.30494
H -1.27514 -2.75378 -2.89282
H -0.16964 -1.91067 -1.68812
H -1.69461 -0.63793 -3.85711
H 1.97341 0.82340 -3.37649
H 2.78850 1.75030 -2.31644
O 2.82712 1.23834 -3.15507
H 4.07563 -1.85990 -2.55562
H 2.97023 -0.81774 -2.59469
O 3.18758 -1.69064 -2.27594
H 1.53427 -0.84794 2.84792
H 0.75459 0.39463 3.34593
O 1.29299 -0.37449 3.63801
H -0.63237 -1.38619 3.20971
H -2.01871 -0.50012 3.23251
O -1.55657 -1.36189 2.97011
H -1.24211 -2.11258 1.39200
H -1.85676 -2.10885 0.06453
O -1.22293 -2.64039 0.54509
H 0.39286 -2.39413 0.95837
H 1.92362 -2.62549 0.88386
O 1.27375 -2.03050 1.30167
H 0.26108 2.23092 2.00510
H 0.59842 2.40094 3.52602
O 0.01464 1.86750 2.93097
H -2.03944 0.97761 4.58105
H -1.47819 1.32499 3.29048
O -2.36502 1.06729 3.67444
H 1.59691 -0.82765 0.10518
H 2.93116 -0.09055 0.06138
O 2.05428 -0.06252 -0.30750
H 0.95757 2.93239 -0.09942
H 1.39361 1.49111 0.25934
O 1.27670 2.37555 0.62226
```

As for the net charge: 0. The relative energy (zero: lowest compared OMol25 entry of this formula, charge and spin) is 41.9 kcal per mole. As for the HOMO energy: -8.342 eV. As for the LUMO energy: 0.1 eV. The SMILES is C=C(CC)NC.O.O.O.O.O.O.O.O.O.O.

---

[8]
The following is a quantum chemistry calculation of an isolated ion of composition C9H14N3 and charge +1 in a non-equilibrium geometry, from the OMol25 dataset.

Geometry as XYZ:
```
26
C9H14N3 wB97M-V/def2-TZVPD
C -3.29459 1.43790 -1.00746
C -2.78666 0.16356 -1.04483
C -2.58528 2.46571 -0.46978
C -0.92809 1.00647 0.06134
C 2.03697 -0.49321 0.07410
C 1.26225 -0.07904 1.03981
C 1.81889 0.03513 -1.37504
C 1.51384 -0.25036 2.57612
C -1.11584 -1.50532 -0.30199
N -1.35384 2.24015 -0.07343
N -1.63302 -0.13572 -0.40767
N 0.22644 0.95365 0.74280
H -4.19838 1.64634 -1.66261
H -3.14586 -0.70915 -1.60813
H -3.04080 3.46750 -0.40530
H 2.96463 -1.10314 0.17912
H 1.31617 -0.74949 -2.03347
H 2.81255 0.39686 -1.68095
H 1.12613 0.84049 -1.41067
H 0.75199 0.40120 3.21409
H 2.50088 0.10398 2.89304
H 1.42381 -1.30523 2.77460
H -0.34259 -1.80365 -0.97282
H -0.71118 -1.73591 0.74187
H -1.98262 -2.25309 -0.24188
H 0.49399 1.77064 1.23814
```

As for the net charge: +1. The relative energy (zero: lowest compared OMol25 entry of this formula, charge and spin) is 38.2 kcal per mole. As for the HOMO energy: -12.833 eV. As for the LUMO energy: -4.3 eV. The SMILES is C/C=C(C)\[NH+]=c1\ncccn1C.

---

[9]
The following is a quantum chemistry calculation of C22H66MgN21O12 as an isolated structure in a non-equilibrium geometry, from the OMol25 dataset.

Geometry as XYZ:
```
122
C22H66MgN21O12 wB97M-V/def2-TZVPD
Mg -0.64926 0.23421 0.13981
C -2.89941 3.31734 0.43717
C -1.77689 3.23791 -0.67337
C -0.78515 4.43471 -0.55519
O -1.15338 1.95795 -0.70467
H -3.43546 4.25582 0.29577
H -2.65582 3.38643 1.49736
H -3.68730 2.59235 0.23294
H -2.28359 3.44154 -1.61671
H -1.41531 5.32354 -0.58662
H -0.14893 4.48202 -1.43898
H -0.12019 4.37745 0.30658
C -2.78676 2.57498 -5.11706
O -1.69446 2.96771 -5.49492
N -3.96134 2.65467 -5.77722
N -2.86013 2.14184 -3.91444
H -3.92432 2.74804 -6.78221
H -4.76996 2.24776 -5.32927
H -3.82931 1.96798 -3.68957
H -2.07252 2.37628 -3.32724
C -3.62003 -0.36687 1.50769
O -2.57168 -0.00778 1.00206
N -4.36988 0.52726 2.04937
N -4.14611 -1.57123 1.46077
H -4.07806 1.48444 1.91249
H -5.26169 0.37869 2.49960
H -5.08795 -1.83581 1.20970
H -3.54502 -2.32129 1.15061
C 0.50873 -2.21679 1.43775
O -0.19727 -1.50669 0.73826
N 1.40655 -1.76604 2.16616
N 0.30099 -3.52948 1.60374
H 1.75073 -0.84471 2.39594
H 1.90977 -2.54621 2.56392
H -0.47366 -4.04716 1.21386
H 1.09856 -4.06797 1.91036
C -5.72482 -3.41726 -1.97072
O -6.06275 -2.98347 -0.84627
N -4.63050 -3.07763 -2.44561
N -6.34912 -4.34473 -2.62116
H -4.43556 -3.56323 -3.30949
H -4.05094 -2.46898 -1.88546
H -7.13811 -4.66644 -2.07886
H -6.25501 -4.59302 -3.59563
C -0.99652 -1.25201 -2.57715
O -1.14166 -0.65031 -1.55841
N -1.56714 -0.85136 -3.64490
N -0.16718 -2.24803 -2.81409
H -2.12977 -0.01327 -3.67882
H -1.41964 -1.33716 -4.51803
H 0.13043 -2.49128 -3.74809
H 0.48760 -2.57698 -2.11899
C -0.38924 1.66101 2.80362
O -0.03342 0.91307 1.87330
N -0.95265 1.17346 3.79204
N -0.49641 2.98950 2.72833
H -0.88216 0.16973 3.87949
H -1.18593 1.81257 4.53851
H -0.11650 3.30655 1.84785
H -0.89444 3.55826 3.46194
C -5.40766 0.28730 -2.56013
O -5.27380 1.06542 -3.47386
N -6.46594 -0.22551 -2.08139
N -4.39019 -0.05670 -1.79296
H -6.45768 -0.75593 -1.22192
H -7.28381 -0.11206 -2.66304
H -4.45938 -0.70852 -1.02455
H -3.66909 0.64470 -1.88316
C 0.86908 0.70563 -5.50074
O 1.54962 -0.27773 -5.64816
N 0.67875 1.41469 -4.41036
N 0.05669 1.09459 -6.45631
H -0.22159 1.86872 -4.46824
H 1.30394 1.27167 -3.63012
H 0.09889 0.61062 -7.34180
H -0.56203 1.87605 -6.29320
C -2.91099 -4.80789 0.40508
O -2.49305 -3.74907 0.80688
N -4.15737 -5.22623 0.41746
N -2.30699 -5.54912 -0.45308
H -4.77255 -4.63296 0.95568
H -4.59583 -5.90312 -0.19054
H -1.37182 -5.26910 -0.71219
H -2.72469 -6.34795 -0.90860
C 2.14350 0.56068 -1.13933
O 1.15561 0.35381 -0.45506
N 2.33732 1.74023 -1.68789
N 3.15914 -0.24233 -1.31173
H 1.69572 2.42634 -1.31681
H 3.09308 1.98846 -2.31023
H 3.98084 0.08661 -1.79825
H 3.03495 -1.24339 -1.26104
C 7.56109 0.77825 1.46821
C 6.51705 1.19351 2.47285
C 5.15674 0.99707 1.80980
C 3.95200 0.93852 2.78191
C 4.10084 -0.24218 3.74421
C 5.46337 -0.20620 4.46724
N 6.55790 0.03358 3.46486
O 7.77824 -0.05428 4.11310
C 5.38666 0.78682 5.70184
C 5.66709 -1.62069 5.13176
C 6.70422 2.60516 3.12174
H 8.38098 1.48121 1.61560
H 7.23288 0.64032 0.43799
H 8.06702 -0.17589 1.61575
H 5.00010 1.87634 1.18493
H 5.22356 0.24519 1.02348
H 3.04396 0.61428 2.27356
H 3.88855 1.97310 3.11911
H 3.90919 -1.16878 3.20312
H 3.33489 -0.39104 4.50530
H 6.37404 1.03281 6.09258
H 4.88141 1.75207 5.66820
H 4.78593 0.33114 6.48897
H 4.84161 -1.82176 5.81459
H 5.68563 -2.50010 4.48803
H 6.51835 -1.67906 5.81003
H 7.63663 2.99829 3.52692
H 5.85822 2.85690 3.76128
H 6.64265 3.30196 2.28581
H 7.90368 -0.99652 3.97870
```

As for the net charge: +1. As for the HOMO energy: -9.390 eV. As for the LUMO energy: -2.0 eV.